Run P
Here is 3 unconnected molecules or ions with the total composition CHF3O2S from the Open Molecules 2025 dataset. Energies are from ωB97M-V with the def2-TZVPD basis set.

Structure (XYZ):
```
8
Properties=species:S:1:pos:R:3
C -0.5820 -0.2815 1.0789
O -0.0525 1.6363 -0.9664
O -2.3739 0.7031 -1.0154
F 1.3929 -0.6882 -0.4557
F -0.5761 -1.5687 0.7905
F 0.6518 0.1157 1.4513
S -1.0080 0.6235 -0.6703
H 2.5478 -0.5401 -0.2129
```

Computed properties:
E_HOMO (alpha / beta): -9.645 / -9.647 eV
net charge: 0
frontier orbital gap (alpha / beta): 0.29813 / 0.29821 hartree



Run Q
Here is 2 unconnected molecules or ions with the total composition CHF3O2S from the Open Molecules 2025 dataset. Energies are from ωB97M-V with the def2-TZVPD basis set.

Structure (XYZ):
```
8
Properties=species:S:1:pos:R:3
C -1.4576 -1.0241 -0.2566
O 2.8470 1.1934 0.1043
O 0.4489 2.0440 -0.2038
F -0.6248 -1.3812 -1.1750
F -2.2784 -1.9771 0.1645
F 0.8942 0.1377 1.2922
S 1.4385 0.9678 -0.0821
H -1.2678 0.0395 0.1565
```

Computed properties:
E_HOMO (alpha / beta): -11.695 / -8.104 eV
net charge: 0
frontier orbital gap (alpha / beta): 0.44909 / 0.14997 hartree



Decreasing stability: run Q, run P



Run P
Here is 2 unconnected molecules or ions with the total composition C3HCl3O from the Open Molecules 2025 dataset. Energies are from ωB97M-V with the def2-TZVPD basis set.

Structure (XYZ):
```
8
Properties=species:S:1:pos:R:3
C 0.9686 -0.6608 1.1406
C -0.3937 0.0609 -0.6581
C 0.8177 -0.4100 -0.1758
O 0.9991 -0.7636 2.2662
Cl -0.8792 0.4554 -2.2807
Cl 2.1960 -0.9282 -1.1398
Cl -2.6940 1.6545 0.8881
H -1.0144 0.5917 -0.0404
```

Computed properties:
E_HOMO (alpha / beta): -7.871 / -7.872 eV
net charge: 0
frontier orbital gap (alpha / beta): 0.17304 / 0.17310 hartree



Run Q
Here is 2 unconnected molecules or ions with the total composition C3HCl3O from the Open Molecules 2025 dataset. Energies are from ωB97M-V with the def2-TZVPD basis set.

Structure (XYZ):
```
8
Properties=species:S:1:pos:R:3
C -1.6058 -0.2884 1.8509
C 1.0753 0.4188 -0.3156
C -0.0449 0.1296 -0.9355
O -1.0335 -1.2363 1.6817
Cl 2.4775 -0.6021 -0.2095
Cl -0.5961 -1.1174 -1.8698
Cl -1.2839 1.4448 -0.6689
H 1.0114 1.2510 0.4667
```

Computed properties:
E_HOMO: -9.748 eV
net charge: 0
frontier orbital gap: 0.38400 hartree



Decreasing stability: run Q, run P



Run P
Here is a molecular structure, BeH23O12 from the Open Molecules 2025 dataset. Energies are from ωB97M-V with the def2-TZVPD basis set.

Structure (XYZ):
```
36
Properties=species:S:1:pos:R:3
Be 14.5770 10.0750 0.2930
O 14.2320 11.5630 0.4940
H 13.6300 12.2960 0.2210
O 14.7690 14.1450 -1.5150
H 14.3210 13.4630 -1.0410
H 14.7990 13.7790 -2.3970
O 14.5580 9.7170 -1.3650
H 14.1850 10.4680 -1.8660
H 15.3500 9.4200 -1.8830
O 13.5300 9.0320 1.0660
H 12.9400 8.6160 0.4470
H 13.6240 8.4970 1.8790
O 12.9120 14.4090 2.4240
H 13.8000 14.1860 2.0760
H 12.8620 15.3010 2.6660
O 12.1020 13.4530 -0.6830
H 12.1600 14.1860 -1.2850
H 11.8670 13.8970 0.1200
O 12.0780 11.8470 2.0770
H 12.1400 12.8200 2.2370
H 12.8200 11.6000 1.4660
O 15.2960 13.2350 2.1390
H 14.9250 12.6810 1.3970
H 16.2220 13.1080 2.0510
O 16.1140 9.5150 0.9360
H 16.5440 9.0300 1.6180
H 16.7940 9.7980 0.3160
O 11.3820 10.7110 -0.8810
H 11.3700 11.6510 -0.9880
H 11.6390 10.4130 -1.7560
O 13.4830 11.7740 -2.6240
H 13.8690 12.4930 -3.1620
H 12.5750 11.8180 -2.8820
O 14.4850 10.6850 3.2840
H 14.7990 11.5470 2.9210
H 14.0350 10.8690 4.1180
```

Computed properties:
E_HOMO: -12.316 eV
net charge: +1
frontier orbital gap: 0.31758 hartree



Run Q
Here is a molecular structure, BeH23O12 from the Open Molecules 2025 dataset. Energies are from ωB97M-V with the def2-TZVPD basis set.

Structure (XYZ):
```
36
Properties=species:S:1:pos:R:3
Be 14.1460 14.7500 -7.2470
O 15.5530 14.3700 -6.7400
H 16.3020 14.2170 -6.1400
O 13.7340 14.2400 -4.2620
H 14.5350 14.7530 -4.1310
H 13.3300 14.2270 -3.4220
O 13.5260 16.1900 -6.6150
H 13.9690 17.0010 -6.4850
H 12.5580 16.3620 -6.4230
O 18.4200 12.5270 -5.9300
H 18.0700 11.8650 -5.3440
H 19.2480 12.8330 -5.5830
O 15.7860 15.9970 -4.3820
H 16.5930 15.6170 -4.6580
H 15.8970 16.9530 -4.4570
O 12.9680 13.5380 -7.3710
H 12.0490 13.5670 -7.5280
H 13.2590 12.5920 -7.3550
O 18.3570 15.0010 -4.7600
H 18.5580 14.7980 -3.8520
H 18.2520 14.1990 -5.2730
O 17.6920 15.8630 -7.7280
H 18.5610 15.5630 -7.5680
H 17.1220 15.3530 -7.1730
O 15.3130 12.1390 -5.1470
H 15.4250 12.8120 -5.8030
H 14.3630 12.3280 -4.9510
O 14.3840 15.1210 -8.9980
H 15.0080 15.7370 -9.3150
H 14.3800 14.4320 -9.6900
O 16.4720 12.7790 -2.8190
H 16.0810 12.6080 -3.6730
H 17.3150 13.2360 -2.9260
O 15.4960 12.2340 -9.1660
H 16.1460 12.9490 -9.0500
H 16.0280 11.5350 -8.7720
```

Computed properties:
E_HOMO: -13.370 eV
net charge: +1
frontier orbital gap: 0.36198 hartree



Decreasing stability: run P, run Q



Run P
Here is 7 unconnected molecules or ions with the total composition BrH12O6 from the Open Molecules 2025 dataset. Energies are from ωB97M-V with the def2-TZVPD basis set.

Structure (XYZ):
```
19
Properties=species:S:1:pos:R:3
Br -0.1327 -0.2499 0.2465
O 0.8363 -1.2289 -2.9255
H 0.5323 -0.8069 -2.1575
H 0.9083 -0.3749 -3.0525
O -1.5717 -3.2739 -0.5405
H -2.4527 -3.3129 -0.4265
H -1.5097 -2.3279 -0.5735
O 3.0633 -0.1659 0.5895
H 2.2003 -0.1429 0.3465
H 2.9733 -0.0039 1.5705
O -0.3747 1.9391 -2.3305
H 0.6033 1.7121 -2.6595
H -0.6917 1.3191 -1.6235
O -1.1257 2.7911 1.4255
H -0.8267 1.9321 1.1205
H -1.6227 3.1591 0.6475
O -0.4107 -0.0129 3.6845
H 0.1693 -0.1229 2.7805
H -0.5677 -0.8289 3.8775
```

Computed properties:
E_HOMO: -6.047 eV
net charge: -1
frontier orbital gap: 0.34865 hartree



Run Q
Here is 7 unconnected molecules or ions with the total composition BrH12O6 from the Open Molecules 2025 dataset. Energies are from ωB97M-V with the def2-TZVPD basis set.

Structure (XYZ):
```
19
Properties=species:S:1:pos:R:3
Br 19.4767 -8.7493 0.4125
O 17.6377 -6.3514 -1.6840
H 16.9067 -5.8060 -1.4306
H 17.8711 -6.8081 -0.8772
O 16.5915 -9.8668 -0.5089
H 16.3015 -9.1040 -1.0006
H 17.5290 -9.6086 -0.3351
O 19.4605 -12.2682 -0.0985
H 18.7193 -12.6516 0.3732
H 19.4826 -11.3246 0.0569
O 20.7836 -5.4973 0.0938
H 20.9385 -6.4609 0.0527
H 21.0454 -5.1335 -0.7715
O 19.8611 -7.7753 3.7236
H 19.9679 -8.0308 2.7945
H 20.1191 -8.5625 4.1917
O 22.4079 -10.1897 0.6132
H 21.6386 -9.6399 0.6005
H 22.2023 -10.7131 1.4077
```

Computed properties:
E_HOMO: -5.811 eV
net charge: -1
frontier orbital gap: 0.33743 hartree



Decreasing stability: run Q, run P



Run P
Here is 32 unconnected molecules or ions with the total composition H64O32 from the Open Molecules 2025 dataset. Energies are from ωB97M-V with the def2-TZVPD basis set.

Structure (XYZ):
```
96
Properties=species:S:1:pos:R:3
O 16.2904 9.3902 12.7405
H 16.7504 9.6153 11.9319
H 15.4555 9.8543 12.6788
O 8.6099 14.6289 14.9008
H 8.7365 13.7935 15.3506
H 9.1002 14.5383 14.0837
O 8.0252 10.2000 14.8032
H 7.6838 9.8465 15.6246
H 7.5250 9.7503 14.1221
O 10.7472 9.4296 11.8249
H 10.5703 8.5437 11.5085
H 11.2159 9.3008 12.6495
O 5.8374 13.0852 9.6512
H 6.1891 13.1150 8.7614
H 5.5919 13.9904 9.8426
O 7.6383 16.0070 11.8684
H 6.9089 16.2575 12.4353
H 8.4087 16.0514 12.4347
O 12.0522 9.1704 14.0526
H 11.3689 8.7690 14.5894
H 12.7770 8.5458 14.0802
O 7.4697 13.4297 7.5535
H 6.9848 13.6462 6.7571
H 8.1923 12.8789 7.2523
O 6.3094 8.6128 12.8406
H 5.5835 8.6633 13.4624
H 6.3171 9.4679 12.4105
O 7.8570 16.3688 8.9981
H 7.7003 15.4936 8.6437
H 7.9419 16.2339 9.9419
O 10.1089 16.6598 13.0801
H 10.6604 16.2813 12.3954
H 10.7279 17.0061 13.7228
O 14.2514 13.2034 14.0870
H 14.4613 13.9323 14.6708
H 15.1026 12.8762 13.7960
O 13.9609 10.6520 12.8328
H 14.0713 11.5060 13.2508
H 13.2706 10.2243 13.3396
O 8.2997 10.6246 7.6974
H 9.2557 10.5797 7.7139
H 8.0370 10.4807 8.6065
O 15.1057 8.8851 8.2934
H 15.0145 8.9255 7.3415
H 14.7981 9.7380 8.6004
O 6.3406 11.4613 11.6683
H 5.8832 11.7478 12.4588
H 6.0787 12.0920 10.9976
O 13.4270 13.3420 10.9232
H 12.7356 12.6868 11.0179
H 13.1494 14.0666 11.4837
O 8.6775 7.1159 10.0728
H 8.0774 7.8055 9.7889
H 9.5476 7.4505 9.8557
O 9.9680 12.9692 6.0630
H 10.2737 13.1327 6.9552
H 10.7337 13.1347 5.5129
O 11.3016 7.8422 9.3785
H 12.0834 8.0165 9.9024
H 10.9977 8.7079 9.1055
O 8.6296 12.5238 16.5386
H 8.8261 11.7108 16.0731
H 7.6738 12.5765 16.5364
O 13.5037 8.3250 11.2158
H 13.7783 9.2344 11.3334
H 13.8185 7.8758 12.0003
O 16.1261 13.9127 10.5909
H 16.6727 13.5218 11.2726
H 15.2374 13.6272 10.8028
O 10.9029 13.5742 8.5035
H 10.9897 12.9674 9.2387
H 11.4963 14.2947 8.7156
O 10.9697 10.4182 8.0566
H 11.4561 11.0797 8.5486
H 11.2632 10.5277 7.1522
O 8.2920 10.1165 10.4162
H 9.1360 10.1906 10.8615
H 7.7019 10.6712 10.9264
O 12.3090 15.9679 8.6834
H 11.8307 16.4581 8.0148
H 13.1477 15.7576 8.2728
O 12.2458 15.8302 11.5703
H 11.9574 15.9307 10.6631
H 13.1628 16.1046 11.5624
O 14.1881 11.5452 8.6426
H 14.0393 12.3568 9.1279
H 14.4367 11.8331 7.7642
O 11.1921 5.6687 11.6120
H 11.3805 6.1430 10.8022
H 12.0042 5.7224 12.1160
O 10.7887 12.0104 10.8454
H 11.0452 11.1126 11.0564
H 10.1397 12.2373 11.5114
O 8.8823 12.0331 12.9142
H 9.0221 11.3436 13.5633
H 8.0695 11.7863 12.4731
```

Computed properties:
E_HOMO: -9.805 eV
net charge: 0
frontier orbital gap: 0.33881 hartree



Run Q
Here is 32 unconnected molecules or ions with the total composition H64O32 from the Open Molecules 2025 dataset. Energies are from ωB97M-V with the def2-TZVPD basis set.

Structure (XYZ):
```
96
Properties=species:S:1:pos:R:3
O 1.4552 -1.1928 2.6905
H 1.3044 -2.0275 3.1311
H 0.7001 -0.6008 2.8014
O -4.3194 -1.4730 -0.3064
H -4.7226 -1.7507 -1.1486
H -4.7769 -0.7494 0.1517
O -2.9612 4.2905 -2.1135
H -2.1619 4.7615 -1.9656
H -2.6678 3.4289 -2.4060
O -0.6775 2.5973 -0.3592
H -0.5472 3.4674 -0.6516
H 0.1358 2.3546 0.0916
O 3.9505 -0.3929 2.9728
H 3.1749 -0.9350 2.7458
H 4.4663 -0.7538 3.6914
O 4.7315 1.1835 0.8368
H 3.7935 1.2639 0.9359
H 5.0309 0.6921 1.6438
O 1.6241 -2.3549 0.0621
H 1.4828 -1.7520 0.7902
H 1.6155 -1.7219 -0.7366
O 2.1555 -3.7604 3.4623
H 2.7642 -4.0067 2.7688
H 2.4352 -4.2437 4.2565
O -1.2026 -5.0973 -0.2722
H -1.5215 -5.9343 0.0212
H -0.5063 -5.3542 -0.8967
O 4.5997 3.8310 0.1712
H 5.2747 4.3718 -0.2570
H 5.0334 2.9466 0.1932
O -2.7606 -1.3264 -4.4057
H -2.0958 -1.9311 -4.1596
H -2.7632 -0.6201 -3.7479
O 3.3854 -4.4090 1.0232
H 3.2058 -5.2978 0.7891
H 2.7791 -3.9096 0.4655
O 2.4664 1.8953 -3.4886
H 1.9617 2.6077 -4.0265
H 3.2155 1.4695 -3.9646
O -0.0172 5.1566 -1.7182
H 0.0945 5.4997 -0.8209
H 0.9189 4.8789 -1.8630
O -2.3626 1.6815 1.5666
H -2.8444 2.4944 1.8028
H -1.6736 1.9913 0.8852
O 0.7857 -4.3352 -2.5080
H 1.7126 -4.1380 -2.8091
H 0.4474 -3.5862 -1.9220
O 1.5071 1.7155 4.0554
H 2.1305 0.9912 3.8212
H 0.6884 1.1941 4.2497
O -4.9925 0.8687 0.5245
H -5.5311 1.5708 0.1260
H -4.1927 1.3368 0.5627
O -3.1634 4.4955 0.9040
H -3.3234 4.4708 -0.0586
H -2.7722 5.3756 1.1676
O 2.1767 4.6228 -0.1397
H 3.0007 4.1725 -0.1499
H 2.4132 5.4853 0.0581
O 0.3359 -7.5652 -2.1181
H 0.4880 -6.6649 -2.3591
H 0.1052 -7.9799 -2.9964
O 1.3254 0.2771 -1.5722
H 1.5374 1.0443 -0.9981
H 1.4325 0.5656 -2.5484
O -2.0841 -2.6400 0.8103
H -2.0233 -3.2436 0.0564
H -2.8290 -2.1255 0.5085
O -2.5814 0.6024 -1.6287
H -2.0268 1.2439 -1.1235
H -3.1265 0.0340 -1.0280
O -0.9507 0.3518 3.6376
H -1.5345 0.7059 3.0122
H -1.1890 -0.5817 3.6898
O -0.4510 5.5537 1.0929
H 0.3369 6.0029 1.4047
H -0.5341 4.7395 1.6342
O -5.2496 -2.3847 -3.0240
H -5.7279 -3.1394 -3.3701
H -4.7070 -2.0921 -3.7483
O 1.9921 2.0725 0.8800
H 1.7181 1.9305 1.7557
H 1.9739 3.0490 0.8279
O -0.5771 -1.7981 -2.1559
H -1.3326 -1.9605 -1.5669
H -0.1339 -0.9884 -1.8903
O -0.3401 3.6695 3.0515
H 0.1730 3.0513 3.5273
H -1.2264 3.3981 3.2165
O 2.5054 -3.9644 -4.6598
H 1.9438 -3.6023 -5.3693
H 2.6314 -4.8871 -4.8727
O -1.1849 -2.3959 3.2673
H -1.4335 -3.1348 3.7866
H -1.3153 -2.6524 2.3466
```

Computed properties:
E_HOMO: -10.439 eV
net charge: 0
frontier orbital gap: 0.37972 hartree



Decreasing stability: run Q, run P



Run P
Here is 2 unconnected molecules or ions with the total composition C2H12N4Si from the Open Molecules 2025 dataset. Energies are from ωB97M-V with the def2-TZVPD basis set.

Structure (XYZ):
```
19
Properties=species:S:1:pos:R:3
C -0.4951 0.5798 1.8076
C -1.4972 -1.9897 -0.2303
N 2.9624 -0.0281 -0.1875
N -0.3570 1.9212 -1.2646
N 2.1913 -1.1546 -0.1128
N -1.0612 0.7579 -0.7722
Si -0.3217 -0.4609 0.2598
H -0.8107 1.5552 1.4276
H -1.3628 0.1260 2.4548
H 0.4804 0.8159 2.3735
H -2.3233 -2.2711 0.4518
H -2.0617 -1.7838 -1.1246
H -0.9803 -2.9245 -0.5124
H 2.8364 0.5554 0.6893
H 3.0123 0.5204 -1.0041
H 0.3408 2.1153 -0.5616
H -1.1848 2.6878 -1.1382
H 2.2805 -1.5224 -1.0197
H -1.6483 0.5002 -1.5363
```

Computed properties:
E_HOMO (alpha / beta): -6.722 / -6.466 eV
net charge: 0
frontier orbital gap (alpha / beta): 0.26166 / 0.25404 hartree



Run Q
Here is 2 unconnected molecules or ions with the total composition C2H12N4Si from the Open Molecules 2025 dataset. Energies are from ωB97M-V with the def2-TZVPD basis set.

Structure (XYZ):
```
19
Properties=species:S:1:pos:R:3
C -2.1655 1.8105 0.4036
C 0.9279 1.6421 -0.9359
N 0.6937 -2.6439 -0.7884
N 0.9034 -0.9265 1.7946
N 0.1419 -1.7467 -1.6368
N -0.1891 0.0595 1.5926
Si -0.4991 0.7684 0.0762
H -2.9893 1.1100 0.3506
H -2.1711 2.1517 1.3655
H -2.2386 2.5160 -0.3912
H 0.4358 2.0062 -1.8277
H 1.3275 2.4247 -0.3762
H 1.8021 0.8794 -1.1453
H 0.0860 -3.3064 -0.5186
H 1.6353 -3.0857 -0.8384
H 1.4065 -0.7558 0.9604
H 0.5647 -1.8561 1.6903
H 0.9381 -1.2338 -2.2781
H -0.6104 0.1862 2.5029
```

Computed properties:
E_HOMO (alpha / beta): -5.760 / -7.674 eV
net charge: 0
frontier orbital gap (alpha / beta): 0.24158 / 0.30519 hartree



Decreasing stability: run P, run Q